ORCA calculation (ωB97M-V/def2-TZVPD) on C33H52As3BN11O7Sn as an isolated structure.

## Properties
LUMO level (spin up / spin down) ... 0.28 / -1.97 eV
Expectation value of S² ... 0.755
HOMO energy (spin up / spin down) ... -7.9 / -8.3 eV
HOMO-LUMO gap (spin up / spin down) ... 8.166 / 6.356 eV
2S+1 ... 2

Positions of all 108 atoms, in Å:
Sn1 -1.249 1.022 -0.413
C1 -2.377 1.995 3.129
C2 -2.999 0.825 2.445
C3 -3.894 -0.080 3.019
C4 -4.332 -0.864 1.977
N1 -3.731 -0.460 0.850
N2 -2.880 0.565 1.136
B1 -4.125 -0.909 -0.597
N3 -3.064 -1.846 -1.195
C5 -2.937 -3.182 -1.261
C6 -1.745 -3.463 -1.896
C7 -1.187 -2.210 -2.176
C8 0.085 -1.892 -2.891
N4 -1.980 -1.241 -1.738
N5 -4.220 0.352 -1.505
C9 -5.090 0.553 -2.511
C10 -4.717 1.689 -3.193
C11 -3.562 2.141 -2.539
C12 -2.724 3.339 -2.838
N6 -3.281 1.325 -1.529
N7 -5.516 -1.524 -0.520
C13 -6.637 -0.861 -0.142
C14 -7.677 -1.753 -0.145
C15 -7.092 -2.977 -0.542
C16 -7.745 -4.310 -0.707
N8 -5.797 -2.827 -0.763
H1 -2.155 1.745 4.166
H2 -1.480 2.339 2.628
H3 -3.081 2.829 3.122
H4 -4.188 -0.134 4.053
H5 -5.051 -1.665 1.957
H6 -3.717 -3.823 -0.894
H7 -1.354 -4.435 -2.146
H8 0.641 -2.803 -3.117
H9 -0.113 -1.376 -3.832
H10 0.713 -1.240 -2.279
H11 -5.913 -0.123 -2.668
H12 -5.210 2.137 -4.038
H13 -2.522 3.407 -3.907
H14 -3.237 4.253 -2.535
H15 -1.774 3.307 -2.306
H16 -6.606 0.189 0.099
H17 -8.707 -1.558 0.099
H18 -8.647 -4.233 -1.314
H19 -7.057 -5.000 -1.192
H20 -8.031 -4.731 0.258
C17 1.376 -3.357 0.189
As1 2.230 -1.617 0.045
C18 2.990 -1.373 1.813
C19 3.754 -2.096 -1.100
C20 4.720 -0.981 -1.531
C21 5.725 -1.608 -2.506
C22 3.947 0.113 -2.282
As2 2.453 0.943 -1.310
C23 3.205 2.575 -0.561
C24 1.510 1.696 -2.838
C25 5.438 -0.407 -0.295
As3 7.251 0.369 -0.508
C26 7.340 1.012 1.343
C27 6.816 2.108 -1.309
H21 2.153 -4.121 0.239
H22 0.734 -3.517 -0.673
H23 0.755 -3.357 1.081
H24 3.829 -2.058 1.931
H25 2.224 -1.607 2.550
H26 3.320 -0.346 1.954
H27 3.294 -2.546 -1.987
H28 4.303 -2.892 -0.587
H29 5.201 -2.094 -3.332
H30 6.344 -2.356 -2.006
H31 6.393 -0.855 -2.929
H32 3.496 -0.320 -3.181
H33 4.621 0.907 -2.612
H34 3.888 3.021 -1.284
H35 3.726 2.373 0.373
H36 2.367 3.247 -0.381
H37 2.238 2.193 -3.482
H38 0.783 2.416 -2.471
H39 1.009 0.905 -3.390
H40 5.609 -1.214 0.425
H41 4.810 0.331 0.214
H42 7.424 0.165 2.023
H43 6.454 1.595 1.601
H44 8.224 1.636 1.464
H45 6.576 1.998 -2.366
H46 7.700 2.742 -1.233
H47 5.989 2.591 -0.791
C28 1.602 3.502 2.664
C29 1.084 2.137 2.949
N9 0.690 1.248 2.058
C30 0.229 0.168 2.777
C31 0.360 0.413 4.120
N10 0.906 1.664 4.202
C32 0.036 -0.289 5.390
O1 -0.499 -1.480 5.295
O2 0.255 0.276 6.441
C33 -0.297 -1.061 2.104
O3 -0.645 -2.023 2.822
O4 -0.300 -1.053 0.843
H48 1.770 3.610 1.596
H49 2.534 3.694 3.198
H50 0.873 4.260 2.956
H51 1.094 2.117 5.085
H52 -0.590 -1.754 4.314
O5 -1.796 3.153 0.415
N11 -0.826 3.991 0.321
O6 -0.803 4.957 1.058
O7 0.069 3.763 -0.516

Atomic forces in eV per Å
Sn 0.0 0.0 0.0
C 0.0 0.0 0.0
C 0.0 0.0 0.0
C 0.0 0.0 0.0
C 0.0 0.0 0.0
N 0.0 0.0 0.0
N 0.0 0.0 0.0
B 0.0 0.0 0.0
N 0.0 0.0 0.0
C 0.0 0.0 0.0
C 0.0 0.0 0.0
C 0.0 0.0 0.0
C 0.0 0.0 0.0
N 0.0 0.1 0.0
N 0.0 0.0 0.0
C 0.0 0.0 0.0
C 0.0 0.0 0.0
C 0.0 0.0 0.0
C 0.0 0.0 0.0
N 0.0 0.0 0.0
N 0.0 0.0 0.0
C 0.0 0.0 0.0
C 0.0 0.0 0.0
C 0.0 0.0 0.0
C 0.0 0.0 0.0
N 0.0 0.0 0.0
H 0.0 0.0 0.0
H 0.0 0.0 0.0
H 0.0 0.0 0.0
H 0.0 0.0 0.0
H 0.0 0.0 0.0
H 0.0 0.0 0.0
H 0.0 0.0 0.0
H 0.0 0.0 0.0
H 0.0 0.0 0.0
H 0.0 0.0 0.0
H 0.0 0.0 0.0
H 0.0 0.0 0.0
H 0.0 0.0 0.0
H 0.0 0.0 0.0
H 0.0 0.0 0.0
H 0.0 0.0 0.0
H 0.0 0.0 0.0
H 0.0 0.0 0.0
H 0.0 0.0 0.0
H 0.0 0.0 0.0
C 0.0 0.0 0.0
As 0.0 -0.1 0.0
C 0.0 0.0 0.0
C 0.0 0.0 0.0
C 0.0 0.0 0.0
C 0.0 0.0 0.0
C 0.0 0.0 0.0
As 0.0 0.1 0.0
C 0.0 0.0 0.0
C 0.0 0.0 0.0
C 0.0 0.0 0.0
As 0.0 0.0 0.0
C 0.0 0.0 0.0
C 0.0 0.0 0.0
H 0.0 0.0 0.0
H 0.0 0.0 0.0
H 0.0 0.0 0.0
H 0.0 0.0 0.0
H 0.0 0.0 0.0
H 0.0 0.0 0.0
H 0.0 0.0 0.0
H 0.0 0.0 0.0
H 0.0 0.0 0.0
H 0.0 0.0 0.0
H 0.0 0.0 0.0
H 0.0 0.0 0.0
H 0.0 0.0 0.0
H 0.0 0.0 0.0
H 0.0 0.0 0.0
H 0.0 0.0 0.0
H 0.0 0.0 0.0
H 0.0 0.0 0.0
H 0.0 0.0 0.0
H 0.0 0.0 0.0
H 0.0 0.0 0.0
H 0.0 0.0 0.0
H 0.0 0.0 0.0
H 0.0 0.0 0.0
H 0.0 0.0 0.0
H 0.0 0.0 0.0
H 0.0 0.0 0.0
C 0.0 0.0 0.0
C 0.0 0.0 0.0
N 0.0 0.0 0.0
C 0.0 0.0 0.0
C 0.0 0.0 0.0
N 0.0 0.0 0.0
C -0.1 0.0 0.0
O 0.1 0.0 0.0
O 0.1 0.0 0.0
C 0.0 0.0 0.0
O 0.1 0.0 0.0
O -0.1 0.1 0.0
H 0.0 0.0 0.0
H 0.0 0.0 0.0
H 0.0 0.0 0.0
H 0.0 0.0 0.0
H 0.0 0.0 0.0
O 0.0 0.0 -0.1
N 0.1 -0.1 0.1
O 0.0 0.0 0.0
O 0.0 0.0 0.0

Atom charges from the Löwdin analysis, given in e for atoms 1 to 99: atom 1 (Sn): 1.378, atom 2 (C): -0.013, atom 3 (C): -0.309, atom 4 (C): 0.007, atom 5 (C): -0.039, atom 6 (N): 0.044, atom 7 (N): -0.004, atom 8 (B): -0.658, atom 9 (N): 0.028, atom 10 (C): -0.048, atom 11 (C): -0.027, atom 12 (C): -0.372, atom 13 (C): -0.046, atom 14 (N): 0.039, atom 15 (N): 0.021, atom 16 (C): -0.047, atom 17 (C): -0.004, atom 18 (C): -0.327, atom 19 (C): -0.018, atom 20 (N): -0.038, atom 21 (N): -0.028, atom 22 (C): -0.102, atom 23 (C): -0.021, atom 24 (C): -0.355, atom 25 (C): -0.041, atom 26 (N): 0.124, atom 27 (H): 0.088, atom 28 (H): 0.042, atom 29 (H): 0.099, atom 30 (H): 0.113, atom 31 (H): 0.133, atom 32 (H): 0.102, atom 33 (H): 0.101, atom 34 (H): 0.079, atom 35 (H): 0.082, atom 36 (H): 0.004, atom 37 (H): 0.128, atom 38 (H): 0.104, atom 39 (H): 0.084, atom 40 (H): 0.092, atom 41 (H): 0.035, atom 42 (H): 0.132, atom 43 (H): 0.099, atom 44 (H): 0.074, atom 45 (H): 0.072, atom 46 (H): 0.075, atom 47 (C): -0.217, atom 48 (As): 1.176, atom 49 (C): -0.237, atom 50 (C): -0.333, atom 51 (C): -0.690, atom 52 (C): -0.093, atom 53 (C): -0.328, atom 54 (As): 1.136, atom 55 (C): -0.271, atom 56 (C): -0.284, atom 57 (C): -0.385, atom 58 (As): 1.120, atom 59 (C): -0.346, atom 60 (C): -0.339, atom 61 (H): 0.042, atom 62 (H): 0.011, atom 63 (H): 0.031, atom 64 (H): 0.040, atom 65 (H): 0.030, atom 66 (H): 0.025, atom 67 (H): 0.080, atom 68 (H): 0.089, atom 69 (H): 0.087, atom 70 (H): 0.087, atom 71 (H): 0.062, atom 72 (H): 0.085, atom 73 (H): 0.067, atom 74 (H): 0.030, atom 75 (H): 0.018, atom 76 (H): -0.001, atom 77 (H): 0.043, atom 78 (H): -0.010, atom 79 (H): 0.015, atom 80 (H): 0.067, atom 81 (H): 0.036, atom 82 (H): 0.018, atom 83 (H): 0.019, atom 84 (H): 0.018, atom 85 (H): 0.010, atom 86 (H): 0.020, atom 87 (H): -0.001, atom 88 (C): 0.005, atom 89 (C): -0.360, atom 90 (N): 0.150, atom 91 (C): -0.186, atom 92 (C): -0.100, atom 93 (N): 0.185, atom 94 (C): -0.499, atom 95 (O): 0.127, atom 96 (O): 0.087, atom 97 (C): -0.633, atom 98 (O): 0.030, atom 99 (O): -0.236

---

ORCA calculation (ωB97M-V/def2-TZVPD) on C33H52AsF6InN5O5SSbSi3 as an isolated structure.

## Properties
LUMO level (spin up / spin down) ... 1.85 / -0.04 eV
Expectation value of S² ... 0.783
Charge ... -1
HOMO energy (spin up / spin down) ... -5.7 / -6.0 eV
HOMO-LUMO gap (spin up / spin down) ... 7.541 / 5.990 eV
2S+1 ... 2

Positions of all 108 atoms, in Å:
In1 -0.286 -0.361 0.057
N1 3.845 -0.390 -1.006
C1 2.669 -0.951 -0.748
S1 1.428 -1.019 -1.905
N2 2.590 -1.538 0.486
N3 1.369 -1.698 0.919
C2 1.246 -2.389 2.050
C3 0.022 -2.870 2.503
C4 -0.037 -3.432 3.814
C5 -1.198 -3.912 4.324
C6 -2.375 -3.869 3.525
C7 -2.362 -3.381 2.256
C8 -1.164 -2.862 1.666
O1 -1.164 -2.452 0.464
H1 3.899 0.190 -1.826
H2 4.431 -0.164 -0.207
H3 2.158 -2.573 2.612
H4 0.870 -3.429 4.407
H5 -1.242 -4.303 5.332
H6 -3.307 -4.223 3.947
H7 -3.264 -3.329 1.663
C9 -0.619 2.974 1.704
C10 -0.086 2.871 0.280
C11 -0.382 4.160 -0.491
C12 -0.687 1.688 -0.471
H8 -0.215 3.855 2.208
H9 -0.346 2.102 2.295
H10 -1.712 3.046 1.704
H11 0.996 2.750 0.329
H12 -1.463 4.316 -0.574
H13 0.032 4.117 -1.502
H14 0.045 5.029 0.016
H15 -0.396 1.726 -1.525
H16 -1.778 1.720 -0.411
F1 2.071 1.002 1.483
Sb1 3.503 1.397 2.689
F2 3.691 3.082 1.851
F3 2.270 2.112 3.920
F4 4.943 1.748 3.849
F5 3.259 -0.327 3.437
F6 4.737 0.674 1.425
C13 -0.939 -0.168 -4.805
Si1 -2.585 0.181 -3.974
C14 -2.755 2.015 -3.616
C15 -3.931 -0.225 -5.224
As1 -2.568 -0.977 -1.923
Si2 -2.543 -3.255 -2.550
C16 -0.755 -3.786 -2.627
C17 -3.460 -4.373 -1.363
C18 -3.297 -3.548 -4.250
Si3 -4.654 -0.440 -0.940
C19 -4.988 -1.521 0.541
C20 -4.558 1.333 -0.363
C21 -6.058 -0.615 -2.183
H17 -0.812 0.493 -5.669
H18 -0.890 -1.199 -5.165
H19 -0.096 -0.014 -4.129
H20 -2.550 2.588 -4.525
H21 -2.076 2.356 -2.835
H22 -3.774 2.250 -3.300
H23 -3.757 0.400 -6.106
H24 -4.927 0.003 -4.846
H25 -3.919 -1.265 -5.545
H26 -0.273 -3.670 -1.656
H27 -0.188 -3.198 -3.351
H28 -0.703 -4.837 -2.927
H29 -3.013 -4.344 -0.370
H30 -3.383 -5.394 -1.749
H31 -4.519 -4.130 -1.282
H32 -2.717 -3.064 -5.039
H33 -4.327 -3.193 -4.314
H34 -3.296 -4.623 -4.453
H35 -4.335 -1.209 1.360
H36 -4.858 -2.584 0.347
H37 -6.021 -1.357 0.862
H38 -3.924 1.383 0.526
H39 -5.560 1.673 -0.082
H40 -4.169 2.011 -1.124
H41 -6.032 -1.570 -2.712
H42 -6.030 0.186 -2.924
H43 -7.012 -0.544 -1.654
C22 3.552 4.279 -3.568
C23 2.615 3.408 -4.102
C24 2.039 2.464 -3.264
N4 2.331 2.357 -1.971
C25 3.228 3.202 -1.464
C26 3.867 4.174 -2.223
H44 4.025 5.029 -4.189
H45 2.333 3.454 -5.146
H46 1.307 1.757 -3.644
H47 3.435 3.103 -0.403
H48 4.588 4.833 -1.759
O2 -3.612 0.185 2.943
C27 -2.405 -0.034 2.839
O3 -1.762 -0.122 1.742
C28 -1.613 -0.264 4.114
C29 -0.241 -0.065 4.184
C30 0.456 -0.300 5.365
C31 -0.211 -0.774 6.480
C32 -1.580 -0.977 6.388
C33 -2.296 -0.711 5.238
N5 -2.292 -1.513 7.558
O4 -3.503 -1.601 7.502
O5 -1.639 -1.764 8.556
H49 0.296 0.284 3.311
H50 1.521 -0.118 5.400
H51 0.303 -0.987 7.405
H52 -3.365 -0.854 5.192

Atomic forces in eV per Å
In -0.7 -0.3 0.2
N 0.0 0.0 0.0
C 0.0 0.1 -0.1
S 0.1 0.0 -0.1
N 0.0 -0.1 0.1
N 0.1 0.1 0.0
C 0.0 0.0 0.0
C 0.0 0.0 0.0
C 0.0 0.0 0.0
C 0.0 0.0 0.0
C 0.0 0.0 0.0
C 0.0 0.0 0.0
C 0.0 -0.1 0.1
O 0.0 0.1 -0.1
H 0.0 0.0 0.0
H 0.0 0.0 0.0
H 0.0 0.0 0.0
H 0.0 0.0 0.0
H 0.0 0.0 0.0
H 0.0 0.0 0.0
H 0.0 0.0 0.0
C 0.0 0.0 0.0
C 0.0 0.0 0.0
C 0.0 0.0 0.0
C 0.2 0.0 -0.1
H 0.0 0.0 0.0
H 0.0 0.0 0.0
H 0.0 0.0 0.0
H 0.0 0.0 0.0
H 0.0 0.0 0.0
H 0.0 0.0 0.0
H 0.0 0.0 0.0
H 0.0 0.0 0.0
H 0.0 0.0 0.0
F 0.1 0.1 0.1
Sb -0.1 0.0 0.0
F 0.0 0.0 0.0
F 0.0 0.0 0.0
F 0.0 0.0 0.0
F 0.0 0.0 0.0
F 0.0 0.0 0.0
C 0.0 0.0 0.0
Si 0.0 0.0 0.0
C 0.0 0.0 0.0
C 0.0 0.0 0.0
As 0.0 0.0 0.0
Si 0.0 0.0 -0.1
C 0.0 0.0 0.0
C 0.0 0.0 0.0
C 0.0 0.0 0.0
Si 0.0 0.0 0.0
C 0.0 0.0 0.0
C 0.0 0.0 0.0
C 0.0 0.0 0.0
H 0.0 0.0 0.0
H 0.0 0.0 0.0
H 0.0 0.0 0.0
H 0.0 0.0 0.0
H 0.0 0.0 0.0
H 0.0 0.0 0.0
H 0.0 0.0 0.0
H 0.0 0.0 0.0
H 0.0 0.0 0.0
H 0.0 0.0 0.0
H 0.0 0.0 0.0
H 0.0 0.0 0.0
H 0.0 0.0 0.0
H 0.0 0.0 0.0
H 0.0 0.0 0.0
H 0.0 0.0 0.0
H 0.0 0.0 0.0
H 0.0 0.0 0.0
H 0.0 0.0 0.0
H 0.0 0.0 -0.1
H 0.0 0.0 0.0
H 0.0 0.0 0.0
H 0.0 0.0 0.0
H 0.0 0.0 0.0
H 0.0 0.0 0.0
H 0.0 0.0 0.0
H 0.0 0.0 0.0
C 0.0 0.0 0.0
C 0.0 0.0 0.0
C 0.0 0.0 0.0
N 0.1 0.0 0.0
C 0.0 0.0 0.0
C 0.0 0.0 0.0
H 0.0 0.0 0.0
H 0.0 0.0 0.0
H 0.0 0.0 0.0
H 0.0 0.0 0.0
H 0.0 0.0 0.0
O 0.1 0.0 0.0
C -0.1 -0.1 0.0
O 0.2 0.1 0.0
C 0.0 0.0 0.0
C 0.0 0.0 0.0
C 0.0 0.0 0.0
C 0.0 0.0 0.0
C 0.0 -0.2 -0.1
C 0.0 0.0 0.0
N -0.1 0.7 0.3
O 0.0 -0.3 -0.1
O 0.0 -0.2 -0.1
H 0.0 0.0 0.0
H 0.0 0.0 0.0
H 0.0 0.0 0.0
H 0.0 0.0 0.0

Atom charges from the Löwdin analysis, given in e for atoms 1 to 99: atom 1 (In): 0.613, atom 2 (N): 0.137, atom 3 (C): -0.836, atom 4 (S): 0.699, atom 5 (N): 0.045, atom 6 (N): -0.080, atom 7 (C): -0.033, atom 8 (C): -0.130, atom 9 (C): -0.042, atom 10 (C): -0.084, atom 11 (C): -0.049, atom 12 (C): -0.001, atom 13 (C): -0.337, atom 14 (O): -0.154, atom 15 (H): 0.088, atom 16 (H): 0.078, atom 17 (H): 0.134, atom 18 (H): 0.120, atom 19 (H): 0.104, atom 20 (H): 0.111, atom 21 (H): 0.090, atom 22 (C): -0.066, atom 23 (C): -0.504, atom 24 (C): -0.083, atom 25 (C): -0.256, atom 26 (H): 0.083, atom 27 (H): 0.046, atom 28 (H): 0.088, atom 29 (H): 0.084, atom 30 (H): 0.078, atom 31 (H): 0.061, atom 32 (H): 0.075, atom 33 (H): 0.017, atom 34 (H): 0.024, atom 35 (F): -0.345, atom 36 (Sb): 1.370, atom 37 (F): -0.359, atom 38 (F): -0.343, atom 39 (F): -0.359, atom 40 (F): -0.353, atom 41 (F): -0.364, atom 42 (C): -0.218, atom 43 (Si): 0.275, atom 44 (C): -0.209, atom 45 (C): -0.207, atom 46 (As): 0.879, atom 47 (Si): 0.286, atom 48 (C): -0.229, atom 49 (C): -0.203, atom 50 (C): -0.228, atom 51 (Si): 0.300, atom 52 (C): -0.191, atom 53 (C): -0.198, atom 54 (C): -0.220, atom 55 (H): 0.033, atom 56 (H): 0.023, atom 57 (H): -0.029, atom 58 (H): 0.034, atom 59 (H): 0.007, atom 60 (H): 0.020, atom 61 (H): 0.033, atom 62 (H): 0.010, atom 63 (H): 0.001, atom 64 (H): 0.009, atom 65 (H): 0.008, atom 66 (H): 0.034, atom 67 (H): 0.011, atom 68 (H): 0.034, atom 69 (H): 0.021, atom 70 (H): 0.013, atom 71 (H): 0.020, atom 72 (H): 0.030, atom 73 (H): 0.009, atom 74 (H): 0.002, atom 75 (H): 0.043, atom 76 (H): 0.020, atom 77 (H): 0.040, atom 78 (H): 0.007, atom 79 (H): 0.020, atom 80 (H): 0.009, atom 81 (H): 0.028, atom 82 (C): -0.086, atom 83 (C): -0.071, atom 84 (C): -0.154, atom 85 (N): 0.072, atom 86 (C): -0.128, atom 87 (C): -0.061, atom 88 (H): 0.100, atom 89 (H): 0.098, atom 90 (H): 0.081, atom 91 (H): 0.088, atom 92 (H): 0.103, atom 93 (O): 0.025, atom 94 (C): -0.593, atom 95 (O): -0.112, atom 96 (C): -0.096, atom 97 (C): -0.011, atom 98 (C): -0.044, atom 99 (C): -0.002

---

Energy above the lowest of the compared OMol25 structures with the same formula, charge and spin / kcal per mole: 0.0; 0.0